{"formula": "C17H23N3", "method": "ωB97M-V/def2-TZVPD", "smiles": "C1=C(/C=N/N2CCN(c3ccccc3)CC2)CCCC1", "e_above_lowest_kcal_mol": 0.3, "homo_energy_ev": -7.550, "orbital_gap_ev": 8.4, "multiplicity": 1, "largest_force_ev_per_a": 3.48, "total_energy_ev": -22470.4160, "species": ["N", "C", "C", "C", "C", "C", "C", "C", "C", "C", "N", "N", "C", "C", "C", "C", "C", "C", "C", "C", "H", "H", "H", "H", "H", "H", "H", "H", "H", "H", "H", "H", "H", "H", "H", "H", "H", "H", "H", "H", "H", "H", "H"], "coordinates": [[1.58382, 0.62506, 0.39849], [5.00746, -0.19130, 1.26404], [3.91066, 0.63546, 1.05088], [2.64027, -0.02766, 0.79954], [-6.40554, 0.60351, 0.60421], [-6.00567, -0.04328, -0.58084], [-5.49013, 0.75795, 1.65161], [-4.65617, -0.47407, -0.67489], [-4.15346, 0.38289, 1.49371], [-3.72243, -0.22834, 0.32686], [0.45010, -0.06856, 0.18315], [-2.38423, -0.55920, 0.12034], [6.34538, 0.31961, 1.63565], [4.03094, 2.12737, 1.12498], [-0.26467, -0.39410, 1.41511], [-0.39075, 0.48386, -0.91406], [-1.55349, -1.22563, 1.15253], [-1.67457, -0.38853, -1.13916], [6.50435, 1.78607, 1.35722], [5.31280, 2.61708, 1.85688], [4.91504, -1.28076, 1.21336], [2.52997, -1.11893, 0.90665], [-7.44666, 0.83455, 0.68430], [-6.72509, -0.18918, -1.39616], [-5.77152, 1.09669, 2.63493], [-4.30782, -0.97792, -1.56067], [-3.42646, 0.52492, 2.29610], [7.12097, -0.17813, 1.06113], [6.53869, 0.11666, 2.67535], [4.04944, 2.49876, 0.10882], [3.15927, 2.56700, 1.61709], [-0.52533, 0.54234, 1.96807], [0.40156, -0.98212, 2.07431], [-0.69116, 1.50517, -0.68386], [0.22367, 0.49091, -1.83363], [-2.15448, -1.35430, 2.04395], [-1.33343, -2.22762, 0.77802], [-2.30338, 0.10716, -1.90720], [-1.37991, -1.38768, -1.52801], [6.67457, 1.94672, 0.28134], [7.41662, 2.18344, 1.86381], [5.16335, 2.54094, 2.93611], [5.49426, 3.67567, 1.65417]]}